1.
Below is a 2-piece molecular cluster, Cl2HNOS overall, with properties calculated with ωB97M-V/def2-TZVPD.

Largest force on an atom   3.853 eV Å⁻¹
Frontier orbital gap (spin up / spin down)   0.2770 / 0.2215 Ha
LUMO level (spin up / spin down)   -3.48 / -4.48 eV
Molar mass   133.987 g mol⁻¹

Geometry as XYZ:
```
6
Properties=species:S:1:pos:R:3:lowdin_charge:R:1
O -1.619 2.089 -1.267 -0.490
H 0.415 -0.403 -0.007 -0.001
S -1.386 1.050 -0.303 0.498
N 0.069 0.440 -0.381 -0.191
Cl -3.279 -2.043 -0.935 0.039
Cl -1.968 2.331 1.400 0.144
```


2.
Below is Cl2HNS as an isolated structure, with properties calculated with ωB97M-V/def2-TZVPD.

Largest force on an atom   2.295 eV Å⁻¹
Frontier orbital gap (spin up / spin down)   0.2931 / 0.3052 Ha
LUMO level (spin up / spin down)   -1.71 / -1.10 eV
Molar mass   117.988 g mol⁻¹

Geometry as XYZ:
```
5
Properties=species:S:1:pos:R:3:lowdin_charge:R:1
H -2.039 0.604 -0.737 0.077
Cl 1.027 -1.764 -0.153 0.471
N 0.634 -0.122 0.417 -1.553
Cl 1.145 0.984 -0.678 0.519
S -0.766 0.298 1.152 0.486
```


3.
Below is a 2-piece molecular cluster, Cl2HNS overall, with properties calculated with ωB97M-V/def2-TZVPD.

Largest force on an atom   0.549 eV Å⁻¹
Frontier orbital gap (spin up / spin down)   0.2719 / 0.2976 Ha
LUMO level (spin up / spin down)   -2.10 / -1.79 eV
Molar mass   117.988 g mol⁻¹

Geometry as XYZ:
```
5
Properties=species:S:1:pos:R:3:lowdin_charge:R:1
S -1.442 1.092 -0.266 0.349
Cl 1.686 0.785 0.480 0.466
Cl 0.838 -1.806 -0.101 0.472
N 0.875 -0.181 -0.621 -1.020
H -1.957 0.110 0.508 -0.267
```


4.
Below is Cl2HO2P as an isolated structure, with properties calculated with ωB97M-V/def2-TZVPD.

Largest force on an atom   1.746 eV Å⁻¹
Frontier orbital gap   0.3539 Ha
LUMO level   -0.64 eV
Molar mass   134.886 g mol⁻¹

Geometry as XYZ:
```
6
Properties=species:S:1:pos:R:3:lowdin_charge:R:1
Cl -2.716 2.233 0.023 0.557
O -1.380 1.174 0.346 -0.920
H 0.390 0.133 -0.212 -0.018
O -1.272 -1.282 0.377 -0.919
Cl -2.677 -2.134 0.008 0.585
P -0.944 -0.055 -0.662 0.716
```


5.
Below is a single Cl2HOP molecule, with properties calculated with ωB97M-V/def2-TZVPD.

Largest force on an atom   3.299 eV Å⁻¹
Frontier orbital gap   0.3837 Ha
LUMO level   0.45 eV
SMILES   OP(Cl)Cl
Molar mass   118.887 g mol⁻¹

Geometry as XYZ:
```
5
Properties=species:S:1:pos:R:3:lowdin_charge:R:1
Cl 2.073 0.309 -0.309 0.086
O -0.523 -0.837 -0.500 -0.467
H -1.080 -1.365 0.152 0.118
P 0.005 0.626 -0.594 0.089
Cl -0.475 1.266 1.251 0.174
```


6.
Below is Cl2Hg3O16S2 as an isolated structure, with properties calculated with ωB97M-V/def2-TZVPD.

Largest force on an atom   9.585 eV Å⁻¹
Spin multiplicity   2
Frontier orbital gap (spin up / spin down)   0.1296 / 0.1293 Ha
LUMO level (spin up / spin down)   -2.68 / -2.69 eV
Total charge   -1
Molar mass   992.794 g mol⁻¹

Geometry as XYZ:
```
23
Properties=species:S:1:pos:R:3:lowdin_charge:R:1
O -3.266 0.435 0.135 -0.660
S 0.843 2.945 -3.733 0.182
O 1.183 -2.817 4.411 -0.360
Cl -2.019 -0.139 -0.165 0.598
Cl 0.023 -2.275 4.826 0.513
O -0.598 -1.672 3.770 -0.382
S 2.062 -0.275 -1.130 0.248
O 0.229 1.963 -2.925 -0.385
Hg 0.999 -1.847 1.786 1.387
O 1.408 -0.579 0.128 -0.504
O 0.545 4.195 -3.140 -0.129
O 3.223 -1.109 -0.962 -0.324
O -0.790 -3.322 5.350 -0.317
O 1.229 -0.652 -2.229 -0.427
Hg -0.690 -0.159 -3.301 1.387
Hg -5.055 0.522 1.694 0.426
O -1.397 -0.573 1.103 -0.421
O -1.202 0.839 -0.794 -0.380
O 0.286 -1.274 5.818 -0.318
O 0.361 3.000 -5.105 -0.288
O 2.319 2.823 -3.532 -0.133
O 2.285 1.247 -0.921 -0.309
O -1.979 -1.275 -1.085 -0.405
```


7.
Below is Cl2Hg5O24S4 as an isolated structure, with properties calculated with ωB97M-V/def2-TZVPD.

Largest force on an atom   8.453 eV Å⁻¹
Frontier orbital gap   0.0614 Ha
LUMO level   -7.68 eV
Molar mass   1586.100 g mol⁻¹

Geometry as XYZ:
```
35
Properties=species:S:1:pos:R:3:lowdin_charge:R:1
Cl 4.881 0.738 6.081 0.628
O -1.559 4.536 -2.379 -0.075
O 5.060 1.406 7.230 -0.215
O -1.032 -7.241 -0.136 -0.223
S -0.585 5.585 -1.983 0.215
O 0.784 1.295 -0.722 -0.302
O -0.703 5.681 -0.578 -0.222
O -0.866 6.797 -2.825 -0.183
O 0.757 -5.869 -1.272 -0.253
O 0.557 4.854 -2.372 -0.100
O 1.766 -0.779 -1.540 -0.240
O -2.730 -2.189 -3.124 -0.293
S 1.972 0.511 -0.836 0.124
S -3.858 -3.026 -2.614 0.355
O 3.633 0.876 5.360 -0.270
O 2.949 1.285 -1.630 -0.178
O 5.917 1.038 5.125 -0.271
Hg 4.228 4.395 -3.479 0.221
O -4.703 2.097 2.423 -0.043
O -4.810 4.230 1.124 -0.244
O -4.406 1.989 0.130 -0.213
O -4.925 -2.074 -2.323 -0.162
O -2.688 2.797 1.620 -0.188
O -4.259 -4.288 -3.323 -0.050
O 2.473 0.305 0.497 -0.280
S -4.158 2.892 1.277 0.358
Hg 0.965 3.259 1.836 0.658
O 0.282 -7.951 -1.842 -0.247
O 1.320 -7.506 0.185 -0.229
O -3.535 -3.729 -1.341 -0.023
Cl 0.171 -7.108 -0.742 0.658
Hg 3.571 -2.305 2.984 0.617
Hg -2.492 1.169 -2.568 0.642
Hg 1.236 -2.939 -4.460 0.315
O 4.787 -0.730 6.217 -0.288
```


8.
Below is Cl2HgO8 as an isolated structure, with properties calculated with ωB97M-V/def2-TZVPD.

Largest force on an atom   7.413 eV Å⁻¹
Frontier orbital gap   0.0935 Ha
LUMO level   -7.61 eV
Molar mass   399.488 g mol⁻¹

Geometry as XYZ:
```
11
Properties=species:S:1:pos:R:3:lowdin_charge:R:1
Cl -0.352 -0.807 2.843 0.598
O -0.643 -1.789 3.803 -0.225
Cl -0.414 0.640 -2.982 0.635
O 0.149 0.385 3.439 -0.164
O 0.522 0.834 -2.026 -0.264
Hg 3.712 0.271 0.268 0.512
O 0.821 -1.112 2.143 -0.237
O 0.215 0.981 -4.190 -0.259
O -1.437 -0.371 2.118 -0.193
O -1.099 -0.644 -2.727 -0.214
O -1.474 1.610 -2.689 -0.190
```


9.
Below is a 4-piece molecular cluster, Cl2N2O14 overall, with properties calculated with ωB97M-V/def2-TZVPD.

Largest force on an atom   3.956 eV Å⁻¹
Frontier orbital gap   0.1913 Ha
LUMO level   9.10 eV
Total charge   -4
Molar mass   322.906 g mol⁻¹

Geometry as XYZ:
```
18
Properties=species:S:1:pos:R:3:lowdin_charge:R:1
O -7.483 14.439 -15.145 -0.444
N -8.383 11.046 -18.906 -0.591
O -6.895 14.908 -12.322 -0.348
O -9.336 11.734 -18.540 -0.089
O -7.288 11.605 -19.304 -0.156
Cl -7.152 14.371 -11.024 0.575
O -5.999 13.930 -10.332 -0.420
O -9.144 13.753 -16.442 -0.425
O -8.106 7.702 -17.265 -0.117
O -7.291 12.282 -15.999 -0.344
O -8.018 13.239 -11.094 -0.368
N -7.209 8.230 -16.606 -0.653
O -7.701 15.442 -10.218 -0.451
O -8.645 9.838 -19.216 -0.145
O -7.411 8.607 -15.422 -0.112
Cl -8.196 13.231 -15.462 0.582
O -8.756 12.737 -14.273 -0.365
O -6.106 8.482 -17.157 -0.128
```


10.
Below is Cl2N3O17Tl2 as an isolated structure, with properties calculated with ωB97M-V/def2-TZVPD.

Largest force on an atom   8.335 eV Å⁻¹
Frontier orbital gap   0.1557 Ha
LUMO level   -9.42 eV
Total charge   +1
Molar mass   793.676 g mol⁻¹

Geometry as XYZ:
```
24
Properties=species:S:1:pos:R:3:lowdin_charge:R:1
O 1.211 1.020 -0.549 -0.009
Tl 0.854 3.818 0.201 1.280
N -2.260 1.948 -0.889 -0.551
O -3.179 -1.465 1.946 -0.192
O 2.825 2.731 -0.693 -0.385
O -1.247 -2.862 2.282 -0.281
Tl 1.809 -1.511 2.175 1.137
O 2.501 3.946 1.280 -0.468
Cl 3.220 2.841 0.695 0.654
N -0.801 -3.676 -1.277 -0.503
O -1.033 -0.746 1.286 -0.351
N 0.729 -0.027 -1.101 -0.513
O -2.142 -2.521 0.148 -0.172
O 0.153 -0.020 -2.147 0.174
O 4.611 3.039 0.859 -0.207
O -1.212 1.864 -0.208 0.002
O -3.198 2.622 -0.497 0.201
O -2.317 1.386 -1.968 0.218
O 2.840 1.592 1.359 -0.377
O 1.018 -1.053 -0.469 -0.099
Cl -1.911 -1.875 1.455 0.741
O -1.540 -4.229 -0.460 0.272
O 0.220 -4.226 -1.633 0.253
O -1.150 -2.595 -1.793 0.176
```


11.
Below is Cl2NO3P as an isolated structure, with properties calculated with ωB97M-V/def2-TZVPD.

Largest force on an atom   9.196 eV Å⁻¹
Frontier orbital gap   0.3619 Ha
LUMO level   -1.11 eV
Molar mass   163.884 g mol⁻¹

Geometry as XYZ:
```
7
Properties=species:S:1:pos:R:3:lowdin_charge:R:1
O -1.519 -1.365 0.074 0.078
N -0.388 -0.988 0.155 -0.570
O 0.617 -1.586 0.466 0.013
O 1.100 1.182 1.331 -0.454
Cl 1.291 0.338 -1.673 0.469
Cl -1.349 1.763 -0.300 0.439
P 0.249 0.657 -0.053 0.025
```


12.
Below is Cl2Na4O8 as an isolated structure, with properties calculated with ωB97M-V/def2-TZVPD.

Largest force on an atom   6.450 eV Å⁻¹
Frontier orbital gap   0.1249 Ha
LUMO level   -7.76 eV
Total charge   +2
Molar mass   290.858 g mol⁻¹

Geometry as XYZ:
```
14
Properties=species:S:1:pos:R:3:lowdin_charge:R:1
O 1.450 2.042 0.003 -0.397
Na -2.451 2.129 -2.254 0.967
O 2.825 0.639 1.289 -0.395
Na 1.524 -3.263 -3.846 0.987
O 3.885 2.147 0.365 -0.395
O -4.682 -1.503 -0.148 -0.377
Cl -3.525 -1.965 0.531 0.530
O -3.602 -3.031 1.501 -0.339
O -2.938 -0.807 1.030 -0.386
Na 0.999 5.864 -2.870 0.988
O 2.839 0.434 -1.142 -0.426
Na 3.699 -1.599 5.957 0.995
Cl 2.687 1.336 0.060 0.650
O -2.711 -2.423 -0.477 -0.403
```


13.
Below is a 2-piece molecular cluster, Cl2O4S2 overall, with properties calculated with ωB97M-V/def2-TZVPD.

Largest force on an atom   3.412 eV Å⁻¹
Frontier orbital gap (spin up / spin down)   0.2634 / 0.2711 Ha
LUMO level (spin up / spin down)   -3.59 / -3.50 eV
Molar mass   199.036 g mol⁻¹

Geometry as XYZ:
```
8
Properties=species:S:1:pos:R:3:lowdin_charge:R:1
S 0.232 -1.403 0.357 0.434
O 0.274 -2.244 -0.764 -0.329
O 0.167 2.147 0.781 -0.354
Cl -1.977 1.631 -0.987 0.373
Cl -1.626 -1.736 1.421 0.260
O 0.646 1.478 -1.617 -0.380
O 1.353 -1.135 1.224 -0.349
S -0.070 1.346 -0.386 0.345
```


14.
Below is Cl2O8Pb3Ti2 as an isolated structure, with properties calculated with ωB97M-V/def2-TZVPD.

Largest force on an atom   4.858 eV Å⁻¹
Spin multiplicity   8
Frontier orbital gap (spin up / spin down)   0.1250 / 0.2736 Ha
LUMO level (spin up / spin down)   -17.80 / -17.81 eV
Total charge   +5
Molar mass   916.232 g mol⁻¹

Geometry as XYZ:
```
15
Properties=species:S:1:pos:R:3:lowdin_charge:R:1
Cl 1.079 -1.182 -0.012 0.691
O -0.928 2.287 1.068 -0.432
Ti -1.823 -1.680 2.360 1.269
Cl -1.972 1.984 0.058 0.686
O -2.495 0.683 0.016 -0.266
O 0.295 -0.989 1.174 -0.522
Pb 0.707 2.099 -2.899 1.964
O -1.108 2.145 -1.107 -0.591
Pb -0.402 -4.516 -1.861 1.232
O 0.955 0.072 -0.817 -0.458
Pb 4.918 -1.159 -0.225 1.241
O 2.382 -1.508 0.403 -0.514
O -2.917 2.960 0.190 -0.112
Ti 0.885 1.147 2.290 1.380
O 0.425 -2.343 -0.638 -0.568
```


15.
Below is Cl2O8Sr3 as an isolated structure, with properties calculated with ωB97M-V/def2-TZVPD.

Largest force on an atom   16.762 eV Å⁻¹
Frontier orbital gap   0.1210 Ha
LUMO level   -18.40 eV
Total charge   +4
Molar mass   461.758 g mol⁻¹

Geometry as XYZ:
```
13
Properties=species:S:1:pos:R:3:lowdin_charge:R:1
Cl 0.529 -1.264 0.382 0.735
O -0.869 -1.307 0.494 -0.732
O -1.169 1.070 -1.057 -0.287
O -0.024 2.695 0.080 -0.536
Sr 0.275 1.329 1.745 1.940
O -0.579 3.085 -2.098 -0.153
O 1.016 -0.379 1.339 -0.628
Sr -0.185 -4.090 0.018 1.985
O 1.235 -2.593 0.400 -0.515
Cl -0.200 2.023 -1.173 0.621
O 0.979 -0.385 -0.731 -0.183
Sr -1.953 -1.565 2.115 1.999
O 0.945 1.380 -1.514 -0.245
```


16.
Below is Cl2O8Tl as an isolated structure, with properties calculated with ωB97M-V/def2-TZVPD.

Largest force on an atom   6.635 eV Å⁻¹
Frontier orbital gap   0.1396 Ha
LUMO level   -11.73 eV
Total charge   +1
Molar mass   403.281 g mol⁻¹

Geometry as XYZ:
```
11
Properties=species:S:1:pos:R:3:lowdin_charge:R:1
Cl 17.488 14.792 27.189 0.647
O 16.824 14.397 26.056 -0.090
Cl 14.249 16.502 26.158 0.768
Tl 15.203 16.108 29.410 1.330
O 14.822 17.694 25.814 -0.157
O 16.499 15.253 28.150 -0.497
O 14.968 15.541 25.358 -0.159
O 12.777 16.538 26.028 -0.139
O 14.456 16.440 27.598 -0.493
O 18.213 15.865 26.764 -0.144
O 18.364 13.803 27.528 -0.066
```


17.
Below is a 2-piece molecular cluster, Cl2S2 overall, with properties calculated with ωB97M-V/def2-TZVPD.

Largest force on an atom   0.595 eV Å⁻¹
Frontier orbital gap (spin up / spin down)   0.1158 / 0.1118 Ha
LUMO level (spin up / spin down)   -4.57 / -4.62 eV
Molar mass   135.040 g mol⁻¹

Geometry as XYZ:
```
4
Properties=species:S:1:pos:R:3:lowdin_charge:R:1
S -3.203 -0.564 -0.071 0.048
Cl -1.601 0.572 0.080 -0.038
Cl 2.715 -0.943 0.015 -0.022
S 2.093 0.924 -0.074 0.012
```


18.
Below is Cl3H3N4 as an isolated structure, with properties calculated with ωB97M-V/def2-TZVPD.

Largest force on an atom   2.156 eV Å⁻¹
Frontier orbital gap (spin up / spin down)   0.2689 / 0.2691 Ha
LUMO level (spin up / spin down)   -1.81 / -1.81 eV
Molar mass   165.411 g mol⁻¹

Geometry as XYZ:
```
10
Properties=species:S:1:pos:R:3:lowdin_charge:R:1
N 0.126 -0.803 0.030 -0.161
N -0.229 -1.439 1.193 0.042
Cl 0.225 0.593 -2.579 0.584
Cl 2.013 2.169 -0.903 0.615
H 0.359 -1.074 1.942 0.098
N 0.564 1.193 -0.939 -0.971
H -1.207 -1.239 1.432 0.057
N 0.315 0.494 0.085 -0.292
Cl -1.824 1.287 0.541 -0.085
H -0.342 -1.181 -0.801 0.114
```


19.
Below is a single Cl3H3Si2 molecule, with properties calculated with ωB97M-V/def2-TZVPD.

Largest force on an atom   2.953 eV Å⁻¹
Frontier orbital gap   0.3808 Ha
LUMO level   0.04 eV
SMILES   Cl[SiH2][SiH](Cl)Cl
Molar mass   165.555 g mol⁻¹

Geometry as XYZ:
```
8
Properties=species:S:1:pos:R:3:lowdin_charge:R:1
Cl 2.077 0.974 0.313 0.217
Si 1.766 -1.003 0.300 -0.412
H -0.591 -2.857 -0.843 -0.101
Cl 3.506 -1.712 -0.585 0.168
Cl -1.800 -0.824 0.320 0.254
H -0.551 -0.515 -2.038 -0.047
Si -0.322 -1.429 -0.795 -0.036
H 2.056 -1.212 1.858 -0.043
```


20.
Below is a 2-piece molecular cluster, Cl3H3Si2 overall, with properties calculated with ωB97M-V/def2-TZVPD.

Largest force on an atom   1.857 eV Å⁻¹
Frontier orbital gap   0.2921 Ha
LUMO level   -1.17 eV
Molar mass   165.555 g mol⁻¹

Geometry as XYZ:
```
8
Properties=species:S:1:pos:R:3:lowdin_charge:R:1
Si -1.298 -0.031 0.238 -0.312
Si 2.225 0.680 -0.973 0.245
Cl -0.727 -1.712 -0.635 0.271
H -0.895 -0.039 1.635 -0.083
H -0.723 0.874 -0.704 -0.122
H 2.720 -0.812 -1.112 -0.199
Cl -3.362 0.187 0.456 0.188
Cl 2.060 0.854 1.096 0.013
```